(1)
C4H7NO in the gas phase, computed with the ωB97M-V functional and the def2-TZVPD basis.

Geometry as XYZ:
```
13
Properties=species:S:1:pos:R:3:forces:R:3:lowdin_charge:R:1
O -2.70916 -0.48324 1.37204 0.2 0.1 -0.4 0.051
C -1.90208 -0.15410 0.53899 -0.3 0.0 0.2 -0.250
C -0.66567 0.65265 0.85088 0.1 -0.1 0.0 -0.140
N 0.37674 0.35530 -0.10628 0.1 0.2 -0.3 -0.154
C 0.71257 -0.53462 -1.17891 -0.1 0.0 -0.1 -0.145
C 1.74609 0.01340 -0.21352 0.2 0.2 0.0 -0.143
H -2.02604 -0.41986 -0.53424 0.0 0.0 0.2 0.127
H -0.42180 0.47370 1.90634 0.3 -0.2 -0.2 0.125
H -0.94666 1.73357 0.80287 0.1 -0.6 -0.1 0.129
H 0.63214 -0.13043 -2.19944 0.1 -0.1 0.4 0.099
H 0.54890 -1.62752 -1.16280 -0.1 0.5 0.4 0.102
H 2.24801 -0.70438 0.45664 -0.5 0.2 -0.1 0.104
H 2.40695 0.82552 -0.53258 -0.1 -0.3 0.0 0.096
```
Forces are in eV/Å.

Output
Calculated total energy, eV: -7796.4648
Energy relative to the best compared isomer or geometry (same formula, charge and spin), kcal/mol: 73.32
SMILES: O=CCN1CC1
HOMO-LUMO gap, hartree: 0.35401

---

(2)
9 unconnected molecules or ions with the total composition C20H36N6O3S in a non-equilibrium geometry, computed with the ωB97M-V functional and the def2-TZVPD basis.

Geometry as XYZ:
```
66
Properties=species:S:1:pos:R:3:forces:R:3:lowdin_charge:R:1
C -18.79092 -13.17398 -18.93716 1.5 0.4 0.6 -0.074
C -19.69499 -12.04162 -18.81176 -0.6 -0.2 -0.6 -0.277
N -20.40312 -11.14404 -18.69152 0.2 -0.2 0.0 0.121
H -18.67825 -13.59458 -17.93706 -0.1 -0.3 -0.1 0.065
H -17.80140 -12.78622 -19.20340 0.0 0.1 0.2 0.072
H -18.91453 -13.96362 -19.67143 -1.0 0.1 0.0 0.070
C -10.17353 -15.91112 -17.71084 0.0 0.6 0.1 -0.064
C -11.00968 -16.75661 -18.54410 0.0 0.3 0.7 -0.261
N -11.73065 -17.37760 -19.17514 -0.2 -0.5 -0.5 0.150
H -10.73363 -15.03630 -17.37360 -0.2 -0.1 -0.3 0.083
H -9.33886 -15.56357 -18.31851 0.2 -0.1 0.3 0.082
H -9.85656 -16.39291 -16.78881 0.2 -0.3 -0.3 0.085
C -15.39522 -19.94268 -22.10646 0.4 -0.5 0.2 -0.085
C -16.27630 -20.32819 -23.19658 -0.5 -0.2 0.2 -0.290
N -16.97778 -20.62908 -24.05577 0.2 0.1 0.0 0.135
H -14.39596 -19.89191 -22.53670 0.0 0.5 0.2 0.075
H -15.33545 -20.68828 -21.31192 -0.3 -0.2 -0.2 0.086
H -15.73183 -19.02553 -21.63264 0.2 0.2 -0.3 0.060
C -15.37532 -18.32980 -26.09278 -0.4 0.2 -0.4 -0.071
C -14.87541 -17.84705 -24.81470 -0.2 -0.3 0.1 -0.263
N -14.49931 -17.46343 -23.79990 0.0 0.1 -0.1 0.158
H -16.46138 -18.24384 -26.16134 0.0 0.2 0.3 0.084
H -15.19967 -19.38805 -26.27013 0.5 0.0 0.2 0.082
H -14.94757 -17.70337 -26.87506 0.1 -0.2 -0.1 0.083
C -18.28558 -15.82131 -22.38959 0.3 0.3 -0.2 -0.061
C -18.76178 -16.80565 -21.43341 0.0 0.4 -0.2 -0.281
N -19.13688 -17.52108 -20.62371 0.0 -0.5 0.3 0.145
H -19.09555 -15.21198 -22.78795 -0.1 -0.1 0.1 0.088
H -17.77305 -16.29793 -23.22449 0.0 -0.1 0.1 0.073
H -17.58308 -15.15743 -21.88198 0.0 0.0 0.0 0.063
C -13.30706 -10.83162 -19.80669 1.2 -0.8 0.4 -0.083
C -13.99432 -9.56571 -19.64990 -0.1 0.1 -0.1 -0.281
N -14.55758 -8.57332 -19.52354 0.1 -0.1 0.0 0.131
H -13.58924 -11.40505 -20.68520 -0.5 0.1 0.1 0.070
H -13.37185 -11.44635 -18.90651 -0.7 0.0 -0.1 0.080
H -12.21840 -10.74126 -19.88130 -0.1 0.7 -0.2 0.082
C -18.25965 -17.91250 -16.78223 -0.5 -0.9 0.1 -0.254
S -19.08431 -16.39254 -16.23575 -0.7 -0.3 -0.1 0.784
O -20.43593 -16.30370 -16.86144 0.6 -0.1 0.0 -0.546
C -19.39576 -16.91180 -14.52915 0.7 0.4 0.0 -0.255
H -17.73674 -17.82883 -17.73273 0.2 0.5 0.2 0.029
H -18.99579 -18.70477 -16.95649 -0.3 0.3 0.1 0.064
H -17.63297 -18.29308 -15.97391 0.3 0.3 -0.1 0.036
H -18.43832 -16.90108 -14.00075 0.0 -0.1 0.0 0.036
H -19.86094 -17.88944 -14.43564 -0.2 0.0 -0.2 0.061
H -20.00551 -16.10861 -14.12098 -0.2 -0.2 0.0 0.051
C -14.23981 -15.08114 -21.32624 -0.2 0.2 1.1 -0.012
C -15.08183 -15.42750 -20.11813 -1.1 -0.2 -0.3 -0.465
O -16.01406 -14.71912 -19.77624 0.4 0.1 0.1 0.016
C -14.92658 -16.78755 -19.43704 -0.6 0.9 -0.1 -0.012
H -14.19306 -14.00005 -21.45258 0.3 0.0 0.3 0.071
H -14.77705 -15.41354 -22.21410 0.4 -0.6 0.0 0.055
H -13.28116 -15.55964 -21.12417 0.2 0.1 -0.9 0.073
H -14.91029 -16.59064 -18.36352 0.4 -0.2 0.0 0.066
H -14.09461 -17.38708 -19.78113 0.0 -0.1 0.1 0.037
H -15.90281 -17.25353 -19.60217 0.2 -0.3 -0.2 0.069
C -15.95112 -14.58616 -16.02471 0.1 -0.2 1.1 -0.021
C -14.89424 -15.55258 -15.57129 0.8 0.0 0.1 -0.498
O -13.77766 -15.51282 -16.04854 -0.2 -0.1 -0.3 0.044
C -15.13927 -16.44787 -14.38870 0.3 -0.5 0.7 -0.021
H -16.72111 -14.54630 -15.25339 -0.2 0.0 -0.3 0.065
H -16.38859 -14.86458 -16.97989 0.1 0.3 -0.2 0.061
H -15.42524 -13.63149 -15.99697 -0.3 0.2 -0.6 0.096
H -15.52337 -15.89759 -13.52610 -0.2 0.1 -0.2 0.088
H -14.18581 -16.86798 -14.06469 0.0 0.0 -0.2 0.082
H -15.79448 -17.30405 -14.56188 -0.2 0.2 -0.3 0.069
```
Forces are in eV/Å.

Output
Calculated total energy, eV: -47238.7805
HOMO-LUMO gap, hartree: 0.33828

---

(3)
A molecular structure, C32H38AsBiI2N2OP, computed with the ωB97M-V functional and the def2-TZVPD basis.

Geometry as XYZ:
```
78
Properties=species:S:1:pos:R:3:forces:R:3:lowdin_charge:R:1
Bi 1.77041 0.23788 -0.88746 0.0 0.0 0.2 1.498
I 3.91376 1.89497 1.17711 0.0 -0.1 0.0 0.898
C 3.86176 3.58144 -0.12012 -0.1 -0.1 0.0 -1.045
I 2.31073 3.51035 -1.56779 -0.1 0.0 -0.1 0.854
H 4.80171 3.61378 -0.65042 0.1 0.0 0.0 -0.018
H 3.70074 4.45805 0.49254 0.0 0.0 0.0 -0.014
C -1.79374 0.79972 0.27399 0.0 -0.3 0.0 -0.389
C -2.44620 -0.56401 0.00874 0.1 0.2 0.0 -0.397
As -3.34593 -0.65151 -1.76428 0.0 0.0 0.0 1.347
C -4.33922 1.01969 -1.66062 0.0 0.1 -0.1 -0.419
C -3.88262 2.30676 -1.95628 -0.1 0.0 0.1 -0.137
C -4.72535 3.40216 -1.80467 0.0 -0.1 0.0 -0.064
C -6.02979 3.22338 -1.35679 0.0 0.0 0.0 -0.050
C -6.49408 1.94697 -1.07055 0.0 0.0 0.0 -0.051
C -5.65662 0.84976 -1.23286 0.0 0.1 0.0 -0.123
C -1.69656 -0.10257 -2.69270 -0.1 0.1 -0.1 -0.389
C -0.52246 -0.80856 -2.42030 -0.1 -0.1 0.1 -0.192
C 0.67310 -0.53538 -3.11434 0.1 -0.2 -0.4 -0.294
C 0.70371 0.48400 -4.08904 0.1 0.1 0.0 -0.080
C -0.46219 1.15826 -4.38637 0.0 0.0 0.0 -0.017
C -1.65482 0.84020 -3.71855 0.1 0.0 0.0 -0.047
P -0.14829 0.75882 1.03810 -0.1 0.2 0.1 0.942
C -0.17779 -0.36278 2.43302 0.1 -0.1 0.0 -0.378
C 0.62954 -1.49227 2.55425 0.0 0.0 0.1 -0.090
C 0.50236 -2.30706 3.67268 0.0 0.0 0.0 -0.049
C -0.43254 -2.00217 4.65288 0.0 0.0 0.0 -0.024
C -1.24535 -0.87841 4.52501 0.0 0.0 0.0 -0.026
C -1.11931 -0.05123 3.42189 0.0 -0.1 0.0 -0.070
C 0.11810 2.41795 1.66986 0.1 0.0 -0.1 -0.420
C -0.42933 3.51117 0.99078 0.0 0.1 0.0 -0.127
C -0.31253 4.78313 1.52766 0.0 0.0 0.0 -0.047
C 0.35547 4.96950 2.73377 0.0 0.0 0.0 -0.025
C 0.91440 3.88639 3.40424 0.0 0.0 0.0 -0.042
C 0.79960 2.61079 2.87483 0.0 0.0 0.0 -0.135
H -2.38635 1.40972 0.95441 -0.1 0.1 0.0 0.108
H -1.69081 1.38750 -0.63578 0.0 0.1 -0.1 0.042
H -3.20829 -0.77299 0.75609 0.0 0.0 0.1 0.079
H -1.73998 -1.39601 0.06527 0.0 0.0 0.0 0.043
H -2.88167 2.47950 -2.33338 0.0 0.0 0.1 0.073
H -4.36909 4.39621 -2.05045 0.0 -0.1 0.0 0.113
H -6.68930 4.07723 -1.25189 0.1 -0.1 0.0 0.121
H -7.51547 1.80052 -0.73927 0.1 0.0 0.0 0.121
H -6.03967 -0.14424 -1.03062 0.0 0.0 0.0 0.099
H -0.53871 -1.64896 -1.73222 0.0 0.0 -0.1 0.075
H 1.46209 -1.29353 -3.13204 -0.1 0.2 0.1 0.109
H 1.61710 0.68638 -4.64017 -0.1 -0.1 0.0 0.129
H -0.46993 1.90612 -5.17131 0.0 -0.1 0.0 0.133
H -2.56836 1.34156 -4.01843 0.1 -0.1 -0.1 0.117
H 1.34776 -1.73700 1.78262 0.0 0.0 0.1 0.072
H 1.13558 -3.18131 3.78244 -0.1 0.1 0.0 0.118
H -0.52635 -2.63858 5.52592 0.0 0.1 -0.1 0.129
H -1.97622 -0.64507 5.29025 0.1 0.0 0.0 0.129
H -1.74459 0.83231 3.34118 0.0 0.0 0.0 0.124
H -0.96437 3.38297 0.05552 0.0 0.0 0.1 0.098
H -0.75592 5.62861 1.01389 0.0 -0.1 0.0 0.125
H 0.42919 5.96247 3.16015 0.0 0.0 0.0 0.127
H 1.42836 4.03366 4.34794 -0.1 0.0 -0.1 0.127
H 1.21380 1.76770 3.41387 0.0 0.0 0.0 0.106
C 0.45020 -4.26195 -0.21631 0.2 0.0 0.1 0.007
N 1.91671 -4.14922 -0.20893 0.0 -0.1 0.1 -0.091
C 2.62414 -5.29838 0.40066 -0.1 0.1 -0.1 0.004
C 2.51747 -2.99621 -0.49437 -0.1 -0.2 -0.1 -0.453
O 1.79757 -1.90729 -0.45305 -0.1 0.0 0.1 -0.338
N 3.80800 -2.94325 -0.81906 0.4 0.0 -0.1 -0.108
C 4.52496 -4.05511 -1.47741 0.0 0.2 0.1 0.003
C 4.56691 -1.70369 -0.66561 -0.1 -0.2 -0.1 -0.055
H 0.19097 -5.27679 -0.50801 0.0 0.0 0.0 0.112
H 0.01691 -3.57949 -0.93740 0.0 0.0 -0.1 0.073
H 0.03690 -4.06293 0.77394 0.0 0.0 0.0 0.099
H 2.03009 -5.64078 1.24574 0.0 0.0 0.0 0.106
H 3.59973 -4.99956 0.76924 0.0 0.1 0.0 0.096
H 2.73152 -6.12594 -0.29939 0.0 0.0 0.0 0.108
H 3.82265 -4.79436 -1.84798 0.0 0.0 0.0 0.098
H 5.23675 -4.52485 -0.80222 0.0 0.0 0.0 0.107
H 5.06841 -3.64673 -2.32836 0.0 0.0 0.0 0.108
H 4.18349 -1.12400 0.17246 0.0 0.0 0.0 0.022
H 4.56715 -1.10085 -1.58114 0.0 0.0 0.0 0.092
H 5.60001 -1.95260 -0.43500 0.0 0.0 0.0 0.115
```
Forces are in eV/Å.

Output
Calculated total energy, eV: -130971.2156
Energy relative to the best compared isomer or geometry (same formula, charge and spin), kcal/mol: 0.00
HOMO-LUMO gap, hartree: 0.20301
Charge: +3

---

(4)
A molecular structure, C32H64BGeN8O3Rb in a non-equilibrium geometry, computed with the ωB97M-V functional and the def2-TZVPD basis.

Geometry as XYZ:
```
110
Properties=species:S:1:pos:R:3:forces:R:3:lowdin_charge:R:1
Rb -0.46187 -0.16660 1.03236 -0.1 -0.3 0.0 0.935
C -0.57149 -0.63679 5.22665 -0.1 0.0 -0.2 -0.013
C -1.47997 -1.34139 4.21826 0.1 -0.5 0.6 -0.691
C -2.73147 -1.87114 4.91813 0.0 0.2 -0.3 -0.042
C -0.72472 -2.49706 3.54659 -0.2 0.3 -0.1 -0.029
O -1.82117 -0.36747 3.23407 -1.2 0.4 0.1 -0.432
Ge -3.40058 -0.03171 2.35246 1.4 -0.1 -0.8 1.031
O -2.81736 1.46009 1.45751 -0.5 -1.0 0.2 -0.338
C -2.70383 2.80612 1.91490 0.0 0.7 0.2 -0.686
C -1.27398 3.06553 2.40437 -0.2 -0.3 -0.1 -0.021
C -3.01426 3.69958 0.71221 0.0 -0.3 0.1 -0.017
C -3.69914 3.08351 3.04295 0.1 -0.3 -0.2 -0.044
O -3.16607 -1.25081 0.98821 0.0 0.6 1.1 -0.331
C -4.06868 -1.52293 -0.07877 -0.5 -0.2 -0.5 -0.694
C -3.88114 -0.49677 -1.19603 0.0 0.0 0.3 -0.019
C -5.51584 -1.48665 0.41771 0.3 0.0 0.1 -0.046
C -3.72690 -2.92853 -0.57913 0.1 0.2 0.2 -0.014
H -0.22118 -1.33375 5.98793 0.0 0.0 0.0 0.097
H -1.11443 0.17725 5.70874 0.0 0.0 0.0 0.092
H 0.29510 -0.21937 4.71016 0.0 0.0 0.0 0.080
H -2.47052 -2.58191 5.70017 0.0 0.0 0.0 0.096
H -3.37872 -2.37335 4.19167 0.0 -0.1 0.1 0.082
H -3.28184 -1.04102 5.36776 0.0 0.0 0.0 0.089
H -0.53365 -3.29449 4.26353 0.0 0.0 0.0 0.098
H 0.23941 -2.15187 3.15855 0.0 -0.1 0.0 0.067
H -1.32361 -2.90194 2.72650 0.0 0.0 0.0 0.086
H -0.56262 2.96296 1.58074 0.0 0.0 0.0 0.077
H -1.01807 2.35391 3.19320 0.0 0.0 0.0 0.082
H -1.19447 4.07430 2.80815 0.1 0.0 0.0 0.097
H -2.30035 3.49471 -0.08789 0.0 0.1 0.0 0.080
H -2.94798 4.75171 0.98906 0.0 0.0 0.0 0.094
H -4.02001 3.49159 0.34421 0.0 0.0 0.0 0.090
H -3.48819 2.42546 3.89256 0.0 0.1 0.1 0.078
H -4.71897 2.90046 2.69703 0.0 0.0 0.0 0.090
H -3.62246 4.11598 3.37929 0.0 0.0 0.0 0.096
H -4.05391 0.50835 -0.80404 0.0 0.0 -0.1 0.082
H -4.58917 -0.68644 -2.00329 0.0 0.0 0.0 0.094
H -2.86948 -0.54035 -1.59770 0.0 0.0 -0.1 0.064
H -5.76417 -0.47339 0.75133 -0.1 0.0 0.0 0.074
H -5.64204 -2.17474 1.25591 0.0 0.0 0.0 0.090
H -6.20358 -1.76831 -0.37804 0.0 0.0 0.0 0.095
H -2.66570 -2.98255 -0.83014 0.0 0.0 0.0 0.073
H -4.31583 -3.17026 -1.46400 0.0 0.0 0.0 0.094
H -3.93782 -3.66530 0.19715 0.0 0.0 0.0 0.093
C 0.67447 5.43448 -1.15505 -0.1 -0.1 -0.1 -0.058
C 0.45612 4.50481 -2.35712 0.1 0.1 0.1 -0.378
C 0.54552 5.29740 -3.65869 -0.1 -0.1 0.1 -0.074
C 1.43849 3.37074 -2.30493 0.1 -0.2 0.1 -0.309
C 2.69009 3.21243 -2.93155 0.0 0.1 -0.2 -0.022
C 3.16848 2.01088 -2.44959 0.0 -0.1 0.0 -0.082
N 2.25849 1.50269 -1.59842 0.0 0.2 0.0 -0.021
N 1.19699 2.33637 -1.50445 0.0 0.2 0.0 0.099
B 2.19619 0.21086 -0.75878 0.3 0.0 0.0 -0.614
N 2.17341 -1.06134 -1.64357 0.1 -0.2 0.1 -0.036
C 3.11219 -1.67906 -2.38073 0.0 0.0 -0.1 -0.080
C 2.59571 -2.88385 -2.81947 0.0 -0.1 -0.1 -0.015
C 1.30276 -2.93654 -2.26748 -0.1 0.3 0.0 -0.287
N 1.06799 -1.82879 -1.56721 -0.1 -0.3 0.1 0.077
C 0.24887 -4.00780 -2.31660 0.0 -0.1 0.1 -0.377
C 0.07364 -4.62992 -0.92375 0.0 0.0 -0.2 -0.060
C 0.56193 -5.08793 -3.34669 -0.1 0.1 0.0 -0.076
N 3.26523 0.09883 0.32720 0.1 0.1 -0.2 -0.038
C 4.61207 0.11760 0.28342 0.0 0.0 0.1 -0.075
C 5.08471 -0.12632 1.55271 0.0 -0.1 0.1 -0.008
C 3.92408 -0.29412 2.33773 0.1 0.2 -0.2 -0.292
N 2.84281 -0.14879 1.58270 -0.3 -0.1 0.3 0.105
C 3.79204 -0.60177 3.79965 0.1 -0.2 0.0 -0.378
C 3.71677 -2.11751 4.02970 0.0 0.1 0.0 -0.062
C 4.93705 -0.00010 4.61231 -0.1 0.0 0.0 -0.071
H -0.12195 6.17902 -1.09458 0.0 0.0 0.0 0.079
H 0.69449 4.86347 -0.22683 0.0 0.0 0.0 0.069
H 1.62762 5.95745 -1.25441 0.0 0.0 0.0 0.086
H -0.54406 4.06787 -2.27267 0.0 0.0 0.0 0.126
H 1.53547 5.74492 -3.76345 0.0 0.0 0.0 0.079
H 0.35599 4.66757 -4.53053 0.0 0.0 0.0 0.071
H -0.18824 6.10397 -3.65482 0.0 0.0 0.0 0.080
H 3.17678 3.87639 -3.62694 0.0 0.0 0.0 0.098
H 4.09437 1.49955 -2.66372 0.0 0.0 0.0 0.114
H 1.16016 0.24255 -0.20749 1.0 0.3 -0.8 -0.067
H 4.08373 -1.24276 -2.55241 0.0 0.0 0.1 0.117
H 3.09081 -3.62553 -3.42409 0.0 0.0 0.0 0.098
H -0.69894 -3.52681 -2.58625 0.0 0.0 0.0 0.126
H 0.98982 -5.14170 -0.62315 0.0 0.0 0.0 0.090
H -0.14336 -3.85749 -0.18610 0.0 0.0 0.0 0.062
H -0.74074 -5.35727 -0.92923 0.0 0.0 0.0 0.081
H 1.50072 -5.58873 -3.10373 0.0 0.0 0.0 0.084
H -0.22927 -5.83795 -3.34901 0.0 0.0 0.0 0.080
H 0.64374 -4.67206 -4.35296 0.0 0.0 0.0 0.075
H 5.15184 0.30767 -0.63142 0.0 0.0 0.0 0.112
H 6.11408 -0.17270 1.86552 0.0 0.0 0.0 0.100
H 2.84772 -0.15830 4.12984 0.0 0.0 0.0 0.120
H 4.67677 -2.58000 3.79249 0.0 0.0 0.0 0.084
H 3.48084 -2.33235 5.07408 0.0 0.0 0.0 0.076
H 2.95313 -2.57072 3.39594 0.0 0.0 0.0 0.067
H 5.89159 -0.42270 4.29399 0.0 0.0 0.0 0.076
H 4.98241 1.08250 4.49022 0.0 0.0 0.0 0.084
H 4.80721 -0.22701 5.67137 0.0 0.0 0.0 0.078
N 0.60215 0.09924 -6.24914 0.0 0.0 0.0 0.194
C -0.37971 0.07553 -5.10778 -0.2 0.1 0.6 -0.129
C 0.34995 0.36336 -3.79705 0.1 0.0 -0.4 -0.268
N -0.60841 0.30090 -2.72163 -0.2 -0.1 0.1 0.047
H 0.15122 -0.09147 -7.14198 0.0 0.0 -0.1 0.169
H 1.32943 -0.60009 -6.09002 0.1 0.0 0.0 0.170
H 1.05777 1.01150 -6.29947 0.0 0.0 0.0 0.171
H -0.84427 -0.90801 -5.07351 0.1 0.0 -0.1 0.132
H -1.14777 0.82503 -5.28563 0.0 0.0 -0.2 0.132
H 0.80884 1.35757 -3.85233 0.0 0.0 0.0 0.105
H 1.15466 -0.37497 -3.67339 0.0 0.1 0.0 0.103
H -0.38855 -0.53321 -2.18128 -0.1 0.0 0.0 0.031
H -0.45136 1.08788 -2.09880 0.0 0.1 -0.1 0.048
```
Forces are in eV/Å.

Output
Calculated total energy, eV: -110131.7240
Energy relative to the best compared isomer or geometry (same formula, charge and spin), kcal/mol: 20.02
2S+1: 2
HOMO-LUMO gap (spin up / spin down), hartree: 0.26528 / 0.20722
Charge: +1

---

> What is the formula in the fourth record?

C32H64BGeN8O3Rb